[1]
Density functional theory data (ωB97M-V/def2-TZVPD) for a 12-piece molecular cluster, C33H75Cl6N9O9 overall.

Element x y z (Å)
Cl  -0.08987  -2.44392  -3.31347
Cl  3.53385  -5.32080  -1.46740
Cl  3.36613  -2.07998  -2.49739
Cl  -6.65205  -2.89442  -2.07090
Cl  -4.12422  -2.29015  -0.07864
Cl  0.48544  -2.56261  -6.69325
O  -0.25691  0.39190  1.09679
O  -1.21502  4.80594  5.38450
O  5.08657  0.80110  2.54556
O  -0.23184  7.03892  -3.52415
O  2.93370  3.42369  -1.78179
O  -2.75846  1.01904  4.98484
O  -3.25086  0.39669  -3.30489
O  1.75651  -2.97790  1.71992
O  -2.43436  -5.45083  0.13883
N  1.98862  -4.21029  3.58976
N  -4.46428  2.30460  -3.47034
N  -1.61455  0.60997  -0.67117
N  -2.29788  0.50389  2.91426
N  -1.38724  -7.45230  0.11293
N  -0.14728  4.93464  3.37720
N  1.75273  6.05731  -3.49754
N  4.62800  -1.41559  2.24639
N  2.34271  2.49806  0.12146
C  -0.17935  -5.53060  -0.75762
C  0.48621  -1.23263  -5.58164
C  3.27083  -2.64419  -0.78995
C  -0.25262  6.94278  4.74567
C  -0.61311  -0.00392  4.68770
C  2.47540  3.70293  0.95659
C  -5.20557  -2.08937  -2.64659
C  5.98487  -1.95609  1.99654
C  -0.88978  -0.12306  0.17776
C  -0.53145  -1.26190  -4.49603
C  2.50070  7.05809  -4.32516
C  2.58136  2.44923  -1.17157
C  -1.94707  0.59304  4.18222
C  -1.72353  2.06613  -0.62732
C  -1.40389  -6.10676  -0.07187
C  2.38107  1.10021  -1.85669
C  -2.11690  2.18171  -4.12900
C  1.28494  -3.60633  2.67235
C  2.83677  0.07363  2.81122
C  -5.71563  1.84862  -2.85600
C  -3.37037  1.56905  -3.63445
C  -2.44386  -8.23323  0.71533
C  -3.55234  0.95393  2.35288
C  -0.03623  4.92524  -2.26427
C  -0.20711  -3.64578  2.70251
C  -0.90736  -1.64458  -0.08196
C  -0.46300  3.52674  2.91853
C  -0.60076  5.44274  4.50325
C  4.31879  -0.14357  2.52518
C  -3.93788  -2.53049  -1.84665
C  3.45762  -4.35400  3.60506
C  4.14074  -3.90406  -0.56299
C  0.45986  6.12749  -3.14724
H  -1.52092  0.24601  2.32271
H  4.15838  -4.28820  0.45692
H  0.31996  -6.29256  -1.35611
H  -6.46192  2.62862  -2.70508
H  0.35012  5.52919  2.72974
H  -5.44034  -1.04191  -2.45736
H  1.50249  -1.19595  -5.18929
H  -2.72505  2.40015  -0.89842
H  3.86800  -2.07943  2.28895
H  -5.54298  1.33127  -1.91227
H  2.61189  0.22047  -1.25596
H  0.33052  7.38426  3.93750
H  -1.57353  -2.13350  0.62887
H  2.68455  1.10771  3.12044
H  0.21895  3.93404  -2.63910
H  2.07645  1.67493  0.64268
H  -4.30888  3.28498  -3.65692
H  1.57767  4.31317  0.85762
H  -0.56735  -2.74839  3.20552
H  -1.55427  -1.52106  -4.76950
H  1.30249  1.15482  -2.00423
H  -0.66605  -0.10608  5.77161
H  0.20708  0.64594  4.38264
H  -3.71403  -3.59405  -1.92929
H  -6.09349  1.09114  -3.54270
H  3.80250  -3.38153  3.95643
H  5.15035  -3.66058  -0.89389
H  -0.51888  -7.92013  -0.10432
H  6.75952  -1.19673  1.88977
H  0.31197  7.08550  5.66707
H  3.91751  -4.54107  2.63469
H  2.28577  0.01815  1.87238
H  -0.44078  -4.64059  -1.33002
H  -2.20154  0.19365  -1.37985
H  -3.81750  0.33558  1.49531
H  3.62371  -5.14672  4.33451
H  -0.50325  -0.25950  -4.06885
H  -4.37172  1.02443  3.06824
H  5.96685  -2.46524  1.03294
H  -2.16854  -9.23584  1.04254
H  -0.54811  -4.48808  3.30445
H  6.29335  -2.72990  2.69951
H  2.78300  3.39184  1.95494
H  3.27163  6.55261  -4.90677
H  2.24454  -2.86197  -0.49432
H  -3.21855  -8.29849  -0.04867
H  0.59629  -5.25687  -0.04239
H  -2.10993  3.27168  -4.13322
H  -1.11580  5.03049  -2.37182
H  0.37749  -0.37414  -6.24442
H  1.86652  7.45997  -5.11537
H  -0.54559  -0.97853  4.20431
H  -1.31827  1.83027  -3.47571
H  -1.21316  -1.86072  -1.10562
H  -1.18114  7.49235  4.90036
H  -1.50805  2.30582  0.41393
H  -1.52866  3.30145  2.87732
H  -2.78338  -7.72518  1.61795
H  -0.62904  -3.82785  1.71411
H  2.93336  1.06302  -2.79567
H  0.09829  -2.00960  0.12670
H  3.32521  4.21367  0.50376
H  1.43186  -4.77190  4.21803
H  3.52851  -1.88244  -0.05412
H  -3.11928  -2.04633  -2.37918
H  0.10944  5.00427  -1.18694
H  -3.44622  1.97455  1.98521
H  -1.05277  2.52065  -1.35643
H  2.51471  -0.72364  3.48111
H  -5.05574  -2.16683  -3.72346
H  2.27852  5.32733  -3.03844
H  -0.15199  3.46881  1.87545
H  0.01231  2.77319  3.54650
H  2.90665  7.78270  -3.61931
H  -1.91227  1.84545  -5.14545

## Properties
- ⟨S²⟩ = 0.755
- spin multiplicity = 2
- energy above the lowest of the compared OMol25 structures with the same formula, charge and spin (kcal per mole) = 0.0
- lowest unoccupied orbital energy (alpha / beta) (eV) = -2.6 / -7.8
- HOMO-LUMO gap (alpha / beta) (eV) = 8.4 / 3.2
- total charge = +1

=====

[2]
Density functional theory data (ωB97M-V/def2-TZVPD) for CH2FIO as an isolated structure.

Element x y z (Å)
I  -2.10273  0.35494  0.02920
F  0.18339  -1.40081  -0.23103
O  0.92667  0.87018  -0.27924
C  -0.18888  -0.34618  0.38970
H  0.90099  0.82397  -1.21472
H  0.28057  -0.30211  1.30609

## Properties
- ⟨S²⟩ = 2.012
- spin multiplicity = 3
- energy above the lowest of the compared OMol25 structures with the same formula, charge and spin (kcal per mole) = 32.6
- lowest unoccupied orbital energy (alpha / beta) (eV) = 0.8 / -3.9
- HOMO-LUMO gap (alpha / beta) (eV) = 6.4 / 6.7
- total charge = 0

=====

[3]
Density functional theory data (ωB97M-V/def2-TZVPD) for C57H55N5O4S3Sn as an isolated structure.

Element x y z (Å)
Sn  0.23644  -0.09301  0.28058
S  -2.49557  -1.93183  0.43430
S  -1.88202  0.32889  3.11978
S  1.89613  -1.04394  3.56723
O  -2.14940  -0.48647  0.10944
O  0.22604  0.81562  -1.60014
O  0.05613  -1.98599  -0.54535
O  -1.76891  -1.16225  3.14289
N  2.98126  1.17799  2.54385
N  -0.43525  3.17736  1.74427
N  1.81353  1.85632  2.65008
N  4.23518  -0.69850  2.34860
N  2.53015  -0.42890  -0.61276
C  0.33060  -4.28236  -0.11703
C  -0.88300  -6.42911  1.21021
C  1.24367  -3.61218  -5.07122
C  -1.46823  2.22934  5.07674
C  -4.26538  0.76059  1.70634
C  -3.04318  -2.60345  -1.12329
C  -0.81301  1.69092  7.32571
C  -0.01039  5.52303  -0.98977
C  1.01137  1.91462  -1.89767
C  -0.06759  -4.16499  1.21575
C  -0.66583  -5.22608  1.87404
C  -3.02524  -3.98310  -1.26837
C  -3.35783  -4.53552  -2.49623
C  -0.49151  -6.55534  -0.11238
C  -1.92699  4.31444  -1.76432
C  3.09675  3.91337  2.19894
C  2.32770  1.93257  -1.04724
C  4.27703  -1.80207  -1.42896
C  2.45141  1.56332  -5.96426
C  -1.11702  2.63661  6.35323
C  2.47834  2.79921  -5.33045
C  -1.93161  4.96342  2.28563
C  3.08642  0.64744  -1.17490
C  0.77272  4.38904  -1.17711
C  2.18259  -4.19369  -4.23006
C  0.31837  5.01619  3.07354
C  1.42900  0.60186  -4.00855
C  4.28366  0.55118  -1.87233
C  3.07796  -1.63968  -0.74371
C  1.84621  3.11734  2.46052
C  4.88645  -0.69185  -1.99022
C  1.45998  1.83273  -3.36623
C  -1.14612  3.18323  -1.93595
C  3.04942  -0.16768  2.79023
C  0.22334  -2.84754  -4.52508
C  -3.34891  -1.76660  -2.18411
C  -0.93536  5.60138  3.00656
C  0.93073  -3.03154  -0.78859
C  -1.62720  3.75642  1.67086
C  -3.66470  0.72063  3.11716
C  1.92326  0.46659  -5.29928
C  0.11129  -5.48792  -0.77170
C  2.32466  -2.78529  -0.13281
C  -0.85631  0.33901  7.02026
C  -4.87103  -0.54046  1.15258
C  -1.36268  5.49165  -1.28705
C  0.14394  -2.66059  -3.15158
C  -4.07760  -1.82943  1.32825
C  -3.68674  -3.70915  -3.56259
C  -1.21010  -0.07821  5.74379
C  1.07814  -3.23820  -2.30017
C  -3.67986  -2.32874  -3.40870
C  -1.52750  0.87120  4.78975
C  2.09608  -4.00917  -2.85752
C  0.52204  3.79823  2.43130
C  1.98603  2.93186  -4.04005
C  0.21792  3.20566  -1.65298
H  -1.97382  6.37441  -1.14592
H  2.00056  3.90423  -3.56069
H  -0.60277  -0.39499  7.77404
H  -3.91482  -1.68867  -4.24951
H  -0.63426  -2.04545  -2.72041
H  -1.22649  -1.12402  5.46608
H  3.84113  3.75824  2.98447
H  -0.51413  -2.38393  -5.16951
H  -3.79315  -1.98017  2.36872
H  -2.91976  5.39256  2.18919
H  -5.83357  -0.71129  1.64540
H  1.89400  -0.50445  -5.77932
H  -4.65940  -2.69206  0.99946
H  0.44223  6.43150  -0.61061
H  2.04366  2.10139  -0.00298
H  -1.06953  3.69266  6.58704
H  -3.73356  1.70812  3.57762
H  2.96721  2.75401  -1.37173
H  -3.50754  1.12655  1.01482
H  0.05756  -3.21949  1.73134
H  -1.35513  -7.25814  1.72241
H  -3.92932  -4.14236  -4.52446
H  0.38922  -5.59934  -1.81133
H  4.28871  -1.69826  2.46115
H  2.92804  -3.69253  -0.18560
H  -3.33272  -5.60963  -2.62679
H  3.54671  3.61789  1.24452
H  1.30945  -3.75440  -6.14271
H  4.71195  1.43140  -2.33342
H  -0.65909  -7.48496  -0.64264
H  2.14341  -2.57658  0.92673
H  -1.68247  2.96334  4.30822
H  1.11999  5.48328  3.63111
H  -5.06913  1.50169  1.71616
H  2.87909  4.97629  2.13515
H  5.81700  -0.79643  -2.53367
H  4.71105  -2.78769  -1.52907
H  1.01368  -0.24474  -3.47971
H  -5.09497  -0.38715  0.09376
H  -1.12985  6.54146  3.50681
H  -4.14508  0.00063  3.78571
H  -0.52994  2.01137  8.32003
H  2.83481  1.46066  -6.97169
H  2.82609  -4.49172  -2.21833
H  -2.37240  3.23023  1.08306
H  2.98313  -4.79540  -4.64259
H  -1.57969  2.25475  -2.28371
H  3.81761  1.64451  2.21744
H  -3.28164  -0.69467  -2.04771
H  4.59663  -0.35653  1.46811
H  2.87751  3.66444  -5.84547
H  -2.98433  4.27791  -1.99862
H  1.82725  4.44651  -0.93598
H  -0.97336  -5.10914  2.90585
H  -2.71564  -4.61429  -0.44192

## Properties
- energy above the lowest of the compared OMol25 structures with the same formula, charge and spin (kcal per mole) = 0.0
- lowest unoccupied orbital energy (eV) = 0.4
- HOMO-LUMO gap (eV) = 7.3
- total charge = 0

=====

[4]
Density functional theory data (ωB97M-V/def2-TZVPD) for a 3-piece molecular cluster, C18H39N4O2 overall.

Element x y z (Å)
O  -0.00594  -3.11934  -5.53018
O  0.99119  4.58368  -0.08010
N  -1.19185  -3.23418  -3.59886
N  1.50502  4.49247  -2.28228
N  -3.68967  -0.95854  2.19609
N  -1.46216  -3.03438  1.31523
C  1.77883  -0.86627  0.85785
C  2.75554  -1.48924  1.85091
C  -0.57622  2.16997  2.64945
C  -0.68382  1.03474  3.67472
C  -1.49826  -2.67879  -2.29192
C  -0.28868  -2.68408  -4.42612
C  -3.11339  -1.23703  0.92200
C  0.01664  1.68600  1.32257
C  -1.59174  -0.14268  3.29363
C  2.14110  0.55861  0.42431
C  -2.56301  -2.64685  0.80824
C  -1.88526  -4.43056  -4.03626
C  2.49078  -2.98068  2.04967
C  1.54725  1.65850  1.31026
C  0.65737  4.66252  -1.24268
C  2.89237  4.18750  -1.98296
C  -3.02955  0.15318  2.80672
C  1.06885  4.57984  -3.65545
H  1.70656  -1.52403  -0.01655
H  -2.54999  -2.39630  -2.22056
H  -2.57318  -4.73755  -3.25177
H  -0.97424  1.45025  4.64782
H  1.90380  2.62884  0.94720
H  3.77878  -1.33477  1.48560
H  -0.38196  4.86040  -1.55519
H  2.92307  -3.56434  1.23203
H  -1.09293  -0.76281  2.54094
H  -2.26722  -0.57331  0.63390
H  -1.54936  2.62958  2.46928
H  0.33042  0.62720  3.81039
H  0.07005  2.95540  3.06270
H  3.34820  4.98668  -1.39742
H  1.93545  1.54390  2.33060
H  -2.99913  1.06131  2.15242
H  0.18478  -1.78125  -4.00575
H  -3.19192  -3.35503  0.23966
H  2.90526  -3.34988  2.99060
H  -1.17981  -5.23811  -4.23666
H  -2.44323  -4.24381  -4.95481
H  3.23619  0.64789  0.44458
H  0.00310  4.80234  -3.67637
H  -3.85480  -1.13826  0.08471
H  -1.27830  -3.39209  -1.49853
H  2.68669  -0.96907  2.81221
H  0.78652  -0.86933  1.31993
H  2.96993  3.26667  -1.40325
H  -3.61108  0.45697  3.69336
H  1.83231  0.73575  -0.61280
H  -1.68792  -0.79370  4.17084
H  1.41694  -3.18565  2.06682
H  3.43422  4.07080  -2.91947
H  -0.32935  2.33776  0.51313
H  -0.89270  -1.79009  -2.12393
H  1.23195  3.63812  -4.18459
H  -0.37681  0.68908  1.11028
H  -1.31306  -4.02621  1.13510
H  1.59737  5.37232  -4.19130

## Properties
- energy above the lowest of the compared OMol25 structures with the same formula, charge and spin (kcal per mole) = 0.0
- lowest unoccupied orbital energy (eV) = 2.2
- HOMO-LUMO gap (eV) = 3.9
- total charge = -1